Molecular formula: C21H52Cl4N4O7
Method: DFT, wB97M-V/def2-TZVPD

Values from the calculation:
Net charge: -1
Energy, Ha: -3417.8560
HOMO-LUMO gap (spin up / spin down), eV: 1.87 / 9.40
Molecular weight, u: 614.5
Spin multiplicity: 2
HOMO level (spin up / spin down), eV: 0.37 / -7.22

Structure (XYZ):
```
88
C21H52Cl4N4O7, DFT wB97M-V/def2-TZVPD
C -5.94 2.35 26.05
N -4.79 2.45 26.69
H -4.60 2.61 27.67
C -2.87 1.44 29.60
N -4.43 -0.94 25.38
C -11.36 1.46 24.11
C -2.16 -1.35 25.99
C -8.05 -2.97 22.74
O -12.48 1.44 23.30
H -7.98 4.14 22.10
O -5.61 3.75 22.71
O -7.46 -1.59 26.16
C -7.32 2.41 26.71
H -4.53 1.64 21.29
H -3.73 5.78 27.21
H -5.85 3.71 20.76
H -9.48 -2.14 28.54
H -5.78 1.12 22.34
H -7.84 1.45 26.62
H -9.97 0.05 25.13
H -5.91 3.26 23.48
H -7.24 -1.24 24.50
H -12.24 2.25 25.90
H -0.89 2.08 28.96
H -8.70 -3.35 21.95
C -1.23 3.09 23.86
H -5.70 7.37 25.42
H -10.58 2.41 25.85
C -5.50 6.85 26.36
H -1.87 -1.70 25.00
C -4.09 6.28 26.30
H -10.71 1.75 23.28
H -1.83 1.42 27.62
C -3.89 0.28 29.29
C -9.03 -1.40 27.88
Cl -0.73 2.35 25.36
H -7.12 -2.72 29.06
H -3.36 2.53 24.11
H -4.33 0.35 28.30
C -3.65 -1.64 26.19
H -5.48 7.60 27.15
H -1.20 4.18 23.97
H -12.49 2.26 22.80
Cl -3.90 5.18 24.91
H -9.01 -0.36 28.21
O -3.41 2.72 29.18
O -4.13 -2.51 26.94
H -2.67 1.42 30.67
H -3.37 -0.66 29.45
H -11.62 -0.17 25.56
H -2.68 3.34 29.15
H -2.87 3.13 22.48
H -8.17 2.85 20.88
H -5.93 -2.61 27.87
H -4.04 2.36 26.03
H -7.19 2.92 27.67
H -3.40 7.11 26.17
H -1.69 -2.01 26.72
H -11.17 -0.71 23.96
Cl -6.80 5.67 26.72
H -8.35 -3.22 23.76
H -5.42 -1.15 25.31
Cl -2.46 0.80 22.93
C -6.16 3.10 21.62
H -7.95 3.20 26.30
H -6.08 1.30 20.55
H -7.95 2.43 22.55
C -7.65 3.15 21.79
N -7.46 -0.84 23.60
H -4.72 0.26 30.00
H -7.15 -3.54 22.51
C -7.68 -1.81 27.33
C -2.57 2.57 23.36
H -11.47 3.53 24.80
H -1.17 0.33 28.76
O -7.78 -1.00 21.43
H -1.85 -0.32 26.14
H -4.15 -0.16 24.80
C -7.71 -1.52 22.52
C -5.60 1.72 21.44
H -9.66 -1.36 26.99
C -1.62 1.32 28.69
H -7.43 0.16 23.48
O -5.89 2.11 24.87
H -0.44 3.00 23.11
C -10.97 0.05 24.71
C -11.45 2.52 25.20
N -6.83 -2.29 28.19
```